No. 1
Entry from the Open Molecules 2025 dataset: the molecule C18H19N5O3 in a non-equilibrium geometry (ωB97M-V/def2-TZVPD).

Results
HOMO energy, eV: -8.1
SMILES string: COc1ccc(OCc2nc(C#N)c(NCCCn3ccnc3)o2)cc1
Gap between HOMO and LUMO, Ha: 0.31543
Relative energy (zero: lowest compared OMol25 entry of this formula, charge and spin), kcal/mol: 65.5
Strongest force on any atom, eV Å⁻¹: 1.44

XYZ file:
```
45
Properties=species:S:1:pos:R:3:forces:R:3
C -6.6855 -0.1120 -2.3618 -0.12 -0.11 -0.08
O -5.7831 0.7628 -1.7320 0.19 0.16 0.14
C -4.9291 0.2529 -0.7975 0.16 0.12 0.11
C -4.8716 -1.0816 -0.4092 -0.16 0.10 -0.18
C -3.9582 -1.4840 0.5467 0.29 0.14 0.22
C -3.0890 -0.5729 1.1362 -0.22 -0.15 -0.18
O -2.2304 -1.0939 2.0752 -0.14 -0.14 -0.05
C -1.2645 -0.2477 2.6475 0.17 -0.16 0.08
C -0.2792 0.2680 1.6527 0.00 0.89 0.27
N 0.1420 1.4744 1.5291 -0.57 -0.28 0.53
C 1.0349 1.4596 0.4799 -0.12 -1.43 -0.14
C 1.7257 2.5870 0.0263 0.14 0.20 -0.12
N 2.2999 3.5047 -0.3540 0.25 0.36 -0.17
C 1.0951 0.1613 -0.0019 0.26 1.02 -0.16
N 1.7456 -0.3846 -1.0537 -0.29 0.09 0.19
C 1.8159 -1.8215 -1.2027 -0.01 -0.32 0.29
C 2.6762 -2.5231 -0.1397 0.15 0.12 -0.29
C 4.1828 -2.3589 -0.3720 -0.41 -0.49 0.19
N 4.5711 -0.9774 -0.4302 0.31 0.29 -0.07
C 4.5990 -0.0861 0.6080 0.01 0.10 0.19
C 4.9172 1.1240 0.0616 -0.09 -0.13 0.23
N 5.0792 0.9959 -1.2804 0.07 0.35 -0.55
C 4.8656 -0.2620 -1.5444 0.07 -0.16 -0.09
O 0.2711 -0.5978 0.7479 0.19 -0.22 -0.33
C -3.1468 0.7627 0.7539 0.12 -0.08 0.19
C -4.0579 1.1632 -0.2037 -0.28 -0.14 -0.21
H -7.2562 0.5033 -3.0557 0.01 -0.09 0.03
H -6.1638 -0.8963 -2.9206 -0.02 0.02 0.03
H -7.3697 -0.5730 -1.6418 0.03 0.00 -0.02
H -5.5294 -1.8189 -0.8412 -0.07 -0.04 -0.06
H -3.9074 -2.5168 0.8537 0.00 -0.12 0.03
H -1.7135 0.6115 3.1607 0.14 -0.07 -0.10
H -0.7538 -0.8761 3.3862 -0.11 0.15 -0.06
H 2.4768 0.1828 -1.4570 -0.02 0.06 0.07
H 0.7937 -2.2046 -1.1317 0.14 -0.04 -0.16
H 2.1990 -2.0331 -2.2026 -0.09 -0.02 0.00
H 2.4112 -2.1291 0.8430 -0.02 -0.07 0.04
H 2.4421 -3.5882 -0.1465 -0.01 -0.05 0.06
H 4.4649 -2.8269 -1.3194 0.04 0.03 0.10
H 4.7299 -2.8559 0.4361 0.02 0.04 -0.18
H 4.4062 -0.3836 1.6183 -0.06 -0.08 0.22
H 5.0318 2.0745 0.5402 0.00 0.18 0.20
H 4.9257 -0.7040 -2.5198 0.01 -0.22 -0.21
H -2.4911 1.5007 1.1872 0.05 0.07 0.04
H -4.1083 2.1962 -0.5085 0.00 0.13 -0.04
```
Forces are in eV/Å.

Results of the natural (NBO) charge analysis, in e, for atoms 1 through 4: C -0.251; O -0.493; C 0.263; C -0.245

---

No. 2
Entry from the Open Molecules 2025 dataset: a cluster of 2 separate species, C18H19N7O2 in total in a non-equilibrium geometry (ωB97M-V/def2-TZVPD).

Results
HOMO energy, eV: -8.3
Gap between HOMO and LUMO, Ha: 0.25526
Relative energy (zero: lowest compared OMol25 entry of this formula, charge and spin), kcal/mol: 114.9
Strongest force on any atom, eV Å⁻¹: 3.62

XYZ file:
```
46
Properties=species:S:1:pos:R:3:forces:R:3
C -0.6574 -1.6484 1.7690 -0.28 -1.16 -0.05
C -1.4988 -0.4311 1.5867 -0.28 0.57 0.34
C -0.9135 0.8414 1.5260 -0.81 -0.09 -0.15
N 0.4832 0.9033 1.6482 1.97 -0.12 0.26
C 1.3284 0.0119 1.0243 0.13 0.92 -1.42
N 2.5593 0.5125 1.2506 -0.68 0.59 1.16
C 3.7717 0.0270 0.6514 0.59 -0.24 -0.15
C 2.5151 1.6003 2.1403 0.00 -0.21 -0.51
C 1.2168 1.8506 2.3733 -0.24 -0.30 -0.17
C -1.6571 2.0153 1.3094 -0.26 -0.81 -0.01
C -1.0268 3.3497 1.0837 -0.13 0.77 -0.01
C -3.0467 1.8900 1.2360 0.44 -0.31 0.10
C -3.6615 0.6421 1.3583 0.13 0.00 0.10
C -5.1516 0.5519 1.2920 -0.40 -0.01 0.01
C -2.8917 -0.5104 1.5437 0.16 0.46 -0.23
H -1.3148 -2.5199 1.8486 -0.03 0.04 0.03
H 0.0244 -1.8278 0.9185 -0.45 0.10 0.79
H -0.0775 -1.6198 2.7038 0.06 0.14 -0.37
H 3.5300 -0.7385 -0.0982 0.00 0.27 0.33
H 4.3041 0.8571 0.1651 -0.18 -0.24 0.05
H 4.4417 -0.4019 1.4076 -0.15 0.00 -0.17
H 3.3928 2.0989 2.5043 0.11 0.04 0.02
H 0.7509 2.5968 2.9860 0.05 -0.02 0.10
H -1.8173 4.0556 0.8118 0.11 -0.04 0.00
H -0.5510 3.7606 1.9821 -0.04 -0.07 -0.30
H -0.3047 3.3602 0.2570 -0.01 -0.19 0.28
H -3.6437 2.7935 1.0844 0.09 -0.33 -0.01
H -5.4746 -0.4830 1.4216 -0.09 0.12 -0.02
H -5.6172 1.1641 2.0727 0.03 -0.12 -0.09
H -5.5285 0.9169 0.3299 0.04 -0.09 0.11
H -3.3730 -1.4850 1.6664 0.11 0.33 -0.14
O -0.2817 1.1309 -2.4874 1.54 -0.67 -2.53
N 0.4020 0.7109 -3.4709 -1.73 3.14 0.52
C 0.9950 -0.5751 -3.2929 0.34 -1.66 1.11
C 0.6560 -1.1937 -2.1034 0.15 -0.68 -0.52
N 1.1144 -2.4757 -1.9214 0.68 -0.22 -0.19
N 0.8833 -3.2861 -0.8467 0.75 -0.77 -0.44
N 1.5966 -4.3697 -1.0401 -0.35 1.76 -1.18
N 2.3011 -4.3148 -2.2108 -0.67 1.17 0.07
C 2.0035 -3.1229 -2.7720 -0.38 -0.41 1.28
C 2.4236 -2.4396 -3.9487 -0.21 0.14 -0.05
C 1.8957 -1.1973 -4.2202 0.04 -0.18 0.08
O 0.5513 1.3631 -4.5247 0.04 -1.74 1.92
H 0.0473 -0.7563 -1.3200 0.13 -0.13 -0.14
H 3.1497 -2.9621 -4.5742 -0.32 0.42 0.01
H 2.1510 -0.6454 -5.1213 0.02 -0.16 0.17
```
Forces are in eV/Å.

Results of the natural (NBO) charge analysis, in e, for atoms 1 through 4: C -0.663; C -0.026; C 0.187; N -0.439

---

No. 3
Entry from the Open Molecules 2025 dataset: a structure of composition C18H19NO3 in a non-equilibrium geometry (ωB97M-V/def2-TZVPD).

Results
HOMO energy, eV: -8.6
Gap between HOMO and LUMO, Ha: 0.29367
Relative energy (zero: lowest compared OMol25 entry of this formula, charge and spin), kcal/mol: 410.3
Strongest force on any atom, eV Å⁻¹: 18.22

XYZ file:
```
41
Properties=species:S:1:pos:R:3:forces:R:3
O 1.5980 0.9471 -2.9918 -3.16 -1.05 3.46
C 0.8334 0.6886 -1.9798 11.79 -4.49 -2.43
N 1.2697 -0.2397 -0.9529 8.86 3.20 -12.48
H 0.7265 -0.4906 -0.3362 -6.76 -3.66 7.79
C 2.4745 -1.0301 -1.4247 -4.79 -0.53 16.37
H 3.3440 -0.7798 -0.4720 -1.93 -0.49 -1.97
C 2.5132 -2.4117 -1.4628 -6.87 -8.69 0.56
H 1.5199 -2.7957 -2.1515 2.67 1.02 0.95
C 1.9649 -3.2844 -0.0405 4.18 5.78 1.59
H 1.3872 -4.0597 -0.2193 -2.74 -3.66 -1.42
H 1.4734 -2.6334 0.7790 0.35 -0.77 -1.59
C 3.3810 -3.6667 0.5964 -2.28 15.47 -9.35
H 3.5796 -2.6765 1.0590 0.08 -1.06 1.01
C 4.2956 -3.5863 -0.5616 2.64 -1.71 -3.98
H 4.5658 -4.6847 -0.8832 0.52 2.15 0.78
O 3.6351 -3.1634 -1.8105 -1.21 1.12 0.55
H 5.1300 -2.7821 -0.6818 -0.66 -2.06 1.69
H 3.4331 -4.3633 1.1048 0.92 -12.00 8.79
H 2.9872 -0.7023 -2.0358 7.54 6.71 -11.57
C -0.2755 1.2570 -1.6732 -11.12 1.77 -2.97
C -0.8606 1.3415 -0.4855 8.57 -1.04 5.16
C -1.8824 1.9939 -0.1451 -10.28 3.49 -4.20
C -2.8156 2.3610 -1.1958 1.40 0.67 -1.13
C -2.2366 2.2466 -2.5300 -9.35 1.90 -0.43
C -1.3114 1.3567 -2.7299 7.62 1.41 -2.42
H -0.8566 1.4749 -3.7625 -0.54 -1.34 0.99
H -3.0431 2.5774 -3.5953 2.71 -0.88 3.58
H -3.8616 2.7553 -0.9724 1.86 -0.26 -0.34
O -2.4335 2.3220 0.9943 0.02 1.01 3.71
C -2.2350 1.5362 2.0761 0.51 -3.47 1.58
C -2.1810 1.9578 3.4241 -1.14 6.39 -9.34
C -1.9664 1.1577 4.3761 1.54 1.88 10.21
C -1.7536 -0.1058 4.3647 0.60 -5.35 -4.23
C -1.8768 -0.6731 2.9350 0.64 -3.82 6.69
C -2.0999 0.0857 1.8753 0.93 9.47 10.30
H -2.2133 -0.4311 1.1783 -1.84 -6.75 -11.94
H -1.8974 -1.8798 2.9225 0.27 3.03 -0.53
H -1.3673 -0.5562 5.2682 -0.34 -0.84 -0.40
H -1.7934 1.6939 5.4540 -0.56 -1.20 -2.47
H -2.1119 3.0472 3.5166 -0.45 -0.34 0.35
H -0.1719 1.3881 0.4212 -0.21 -1.01 -0.92
```
Forces are in eV/Å.

Results of the natural (NBO) charge analysis, in e, for atoms 1 through 4: O -0.595; C 0.628; N -0.568; H 0.364

---

No. 4
Entry from the Open Molecules 2025 dataset: a structure of composition C18H19O9P3Pd in a non-equilibrium geometry (ωB97M-V/def2-TZVPD).

Results
HOMO energy (alpha / beta), eV: 1.7 / 1.7
Gap between HOMO and LUMO (alpha / beta), Ha: 0.11045 / 0.11047
Relative energy (zero: lowest compared OMol25 entry of this formula, charge and spin), kcal/mol: 26.5
Strongest force on any atom, eV Å⁻¹: 5.19
Charge: -2

XYZ file:
```
50
Properties=species:S:1:pos:R:3:forces:R:3
Pd 4.2010 0.3104 14.2221 -3.62 1.22 -1.57
O 5.4119 2.8311 17.5539 -0.35 0.18 2.09
P 4.3884 1.8154 16.8253 0.78 -0.74 -2.97
O 3.0135 1.9317 17.3715 0.59 -0.20 0.33
O 4.6848 2.0124 15.3189 -0.09 1.30 2.35
O 5.0234 0.3233 17.1202 0.30 -0.34 0.68
P 6.0206 -0.7358 16.3850 1.05 0.72 -3.89
O 5.7016 -2.0890 17.1893 0.29 -0.64 0.75
O 7.4998 -0.4515 16.5093 -1.30 -0.02 0.77
O 5.5771 -0.9510 14.8827 2.87 -1.54 4.04
H 5.1505 2.9275 18.5174 0.35 -0.22 -1.75
H 6.5755 -2.4692 17.4117 -0.67 0.43 -0.18
O 2.3773 -1.5474 16.0168 -1.30 0.62 -0.06
P 1.0286 -0.8865 15.7622 0.64 0.25 -0.99
C 0.8929 0.4491 14.6027 -1.00 -1.22 -0.05
C -0.2782 0.5443 13.8078 0.54 -0.06 -0.44
C -0.3354 1.4049 12.7215 -0.25 -0.69 1.12
C 0.8172 2.1122 12.3140 1.65 0.07 0.37
C 2.0199 1.9142 13.0186 -2.05 1.75 -1.39
C 2.0049 1.2626 14.2563 3.16 -0.23 1.14
C 0.2471 -0.3741 17.3155 0.65 -0.65 0.82
C 0.8726 -0.8508 18.4710 -0.89 0.88 0.22
C 0.3886 -0.4465 19.7221 -0.05 0.20 0.65
C -0.5819 0.5461 19.8504 -0.21 -0.31 -1.67
C -1.1893 0.9989 18.6419 -0.16 0.81 1.81
C -0.8276 0.5128 17.4171 0.47 -0.69 -0.81
C -0.0131 -2.2387 15.0780 -0.51 -0.37 0.04
C -0.8123 -3.0565 15.9188 0.17 0.37 -0.32
C -1.1270 -4.3362 15.4800 -0.62 -0.61 0.04
C -0.7485 -4.8235 14.2161 -0.41 0.42 0.80
C -0.0973 -3.9637 13.3545 0.45 0.32 -0.20
C 0.2540 -2.6617 13.7580 -0.23 -0.81 0.53
H -1.1128 -0.1405 13.9792 0.07 0.29 0.08
H -1.2616 1.4488 12.2081 -0.69 0.24 -0.68
H 0.7497 2.8573 11.5065 0.24 -0.62 0.12
H 2.9219 2.4044 12.6662 -0.06 0.11 0.28
H 2.7221 1.5768 15.0387 -1.21 0.30 -0.64
H 1.7640 -1.4383 18.3761 0.19 -0.44 -0.03
H 0.7728 -0.8880 20.6419 0.30 0.13 -0.24
H -0.8788 0.9630 20.8182 0.11 -0.26 -0.38
H -1.8958 1.8298 18.7241 -0.05 -0.39 -0.17
H -1.3198 0.7760 16.4846 0.01 0.45 0.23
H -1.2242 -2.6757 16.8877 0.80 -0.42 -0.85
H -1.7130 -5.0021 16.1260 0.19 0.30 -0.16
H -1.0400 -5.8356 13.9281 0.24 0.26 0.03
H 0.2349 -4.3378 12.3828 -0.24 0.29 0.13
H 0.7744 -2.0316 13.0453 0.18 0.13 0.34
O 3.3997 -1.5941 13.4700 0.25 -1.03 -0.38
H 3.2104 -1.9229 14.4198 0.87 0.54 -1.35
H 4.2991 -1.8311 13.1020 -1.42 -0.04 1.42
```
Forces are in eV/Å.

Results of the natural (NBO) charge analysis, in e, for atoms 1 through 4: Pd 0.494; O -0.999; P 2.539; O -1.149

---

No. 5
Entry from the Open Molecules 2025 dataset: a structure of composition C18H20AsBCrN6O2S4 in a non-equilibrium geometry (ωB97M-V/def2-TZVPD).

Results
HOMO energy (alpha / beta), eV: -3.8 / -3.8
Gap between HOMO and LUMO (alpha / beta), Ha: 0.20249 / 0.19869
Relative energy (zero: lowest compared OMol25 entry of this formula, charge and spin), kcal/mol: 1.9
Strongest force on any atom, eV Å⁻¹: 1.16
Charge: -1
Spin multiplicity: 4

XYZ file:
```
53
Properties=species:S:1:pos:R:3:forces:R:3
Cr -0.0419 -0.1501 -0.0590 -0.26 -0.65 -0.92
O 4.1241 2.1382 4.9854 0.12 -0.09 0.01
C 4.4785 1.0348 4.1627 -0.10 0.14 0.06
C 3.4733 0.8968 3.0593 -0.08 0.03 0.08
C 3.8087 0.2385 1.8880 0.06 -0.08 -0.13
C 2.8407 0.0416 0.9266 0.05 0.03 -0.07
N 1.5915 0.4772 1.0782 0.18 0.10 0.12
C 1.2606 1.1216 2.1988 -0.40 0.00 0.10
C 2.1741 1.3495 3.2114 0.09 0.14 0.12
C -0.1845 1.4548 2.3348 0.44 -0.10 0.00
C -0.6624 2.3246 3.2829 0.05 0.06 0.22
C -2.0389 2.5291 3.3858 0.12 0.10 0.05
C -2.5985 3.4383 4.4437 0.11 -0.11 0.11
O -2.3880 2.9128 5.7520 -0.04 0.08 -0.08
C -2.8603 1.8399 2.5291 -0.12 -0.17 -0.22
C -2.3075 0.9881 1.5724 0.00 0.04 0.20
N -0.9926 0.8182 1.4706 -0.30 0.35 0.12
H 4.6902 2.1354 5.7629 -0.04 -0.01 -0.03
H 4.4776 0.1028 4.7359 0.02 -0.04 0.07
H 5.4742 1.1602 3.7311 0.07 0.05 -0.02
H 4.8113 -0.1352 1.7203 -0.03 0.00 0.01
H 3.0556 -0.4848 0.0069 -0.01 -0.01 0.01
H 1.8736 1.8465 4.1224 0.06 -0.04 -0.03
H 0.0253 2.8364 3.9444 -0.10 0.01 0.00
H -3.6581 3.6144 4.2500 -0.10 0.00 0.03
H -2.0870 4.3997 4.4257 0.02 0.05 0.02
H -2.7097 2.0043 5.7635 0.01 -0.01 -0.01
H -3.9370 1.9372 2.5846 0.01 -0.01 -0.01
H -2.9150 0.4479 0.8642 -0.04 -0.07 -0.05
S -3.1655 -1.9525 2.2622 0.07 0.11 -0.08
As -1.9172 -2.5744 0.6486 -0.38 -0.39 0.29
S 0.2088 -2.1431 1.1634 -0.03 0.15 -0.01
S -1.9792 -1.0900 -1.0110 0.13 0.14 0.09
S -2.2160 -4.5455 -0.0095 0.16 0.14 -0.09
B 2.0676 1.6330 -2.0680 -0.05 -0.04 0.01
N 2.0309 0.0830 -2.2865 -0.15 -0.02 0.04
C 2.8082 -0.6342 -3.1059 -0.02 -0.06 0.01
C 2.4966 -1.9768 -2.9581 -0.01 0.00 -0.06
C 1.4743 -1.9969 -2.0095 0.00 0.01 -0.08
N 1.2062 -0.7566 -1.6073 0.34 0.17 0.01
N 0.5959 2.1454 -2.0297 -0.06 -0.12 0.07
C 0.0622 3.1505 -2.7313 -0.02 -0.06 -0.01
C -1.2708 3.2818 -2.3790 -0.02 0.05 0.03
C -1.4726 2.2832 -1.4280 -0.07 -0.04 -0.05
N -0.3460 1.6040 -1.2215 0.36 0.26 -0.09
H 2.6165 2.1336 -3.0265 -0.05 -0.05 0.09
H 2.6272 1.9069 -1.0264 -0.05 -0.02 -0.07
H 3.5199 -0.1377 -3.7473 -0.05 -0.02 0.05
H 2.9280 -2.8168 -3.4766 -0.03 0.05 0.02
H 0.9110 -2.8223 -1.6027 0.02 0.02 0.03
H 0.6656 3.6935 -3.4414 -0.03 -0.04 0.05
H -1.9941 3.9799 -2.7670 0.05 -0.03 0.03
H -2.3810 1.9931 -0.9227 0.07 0.00 -0.03
```
Forces are in eV/Å.

Results of the natural (NBO) charge analysis, in e, for atoms 1 through 4: Cr 0.941; O -0.716; C -0.085; C 0.032

---

- Number 5 is which compound?
  C18H20AsBCrN6O2S4

---

- relative energy (zero: lowest compared OMol25 entry of this formula, charge and spin) of number 2 (C18H19N7O2)?
  114.9 kcal/mol